Entry 1:
Molecular formula: C4H12N2
Method: DFT, the ωB97M-V functional and the def2-TZVPD basis

Properties
* F_max: 0.0177 Eh/bohr
* structure (SMILES): CNCCCN
* energy above the lowest of the compared OMol25 structures with the same formula, charge and spin: 67.7 kJ/mol

Last column: Mulliken charge in e.
CARTESIAN COORDINATES (ANGSTROEM)
H1 2.5879 -2.0479 -0.9255  0.230
N1 -0.5628 1.0358 1.0610  -0.332
N2 2.0907 -1.4670 -0.2580  -0.581
H2 -0.5173 -1.8353 -0.7843  0.362
H3 1.3873 -0.5120 -2.0474  0.347
C1 -1.5752 1.7754 0.3107  -0.864
H4 2.8370 -0.9543 0.2014  0.213
H5 1.4309 0.4700 -0.5743  0.322
C2 1.1967 -0.5092 -0.9724  -0.546
C3 -0.2546 -0.7959 -0.6250  -0.525
C4 -0.5077 -0.4111 0.8259  -0.746
H6 -1.4606 2.8233 0.5972  0.323
H7 -2.6055 1.4774 0.5226  0.288
H8 0.3201 -0.8105 1.4138  0.410
H9 -0.7191 1.1702 2.0503  0.222
H10 -1.3429 1.7040 -0.7457  0.281
H11 -1.4052 -0.9118 1.2177  0.331
H12 -0.8997 -0.2010 -1.2680  0.265


Entry 2:
Molecular formula: C4H12N2
Method: DFT, the ωB97M-V functional and the def2-TZVPD basis

Properties
* F_max: 0.0704 Eh/bohr
* structure (SMILES): CN(C)CCN
* energy above the lowest of the compared OMol25 structures with the same formula, charge and spin: 218.8 kJ/mol

Last column: Mulliken charge in e.
CARTESIAN COORDINATES (ANGSTROEM)
N1 0.7156 -0.1095 -0.4273  -0.126
H1 1.3081 -0.6674 1.6091  0.265
H2 2.1938 1.1860 -1.3342  0.414
H3 -1.0264 0.9541 -0.7242  0.496
C1 -0.5649 0.5312 0.1420  -0.471
N2 -2.0975 -1.5721 0.2557  -0.648
H4 -3.1036 -1.3003 0.1654  0.270
H5 1.9930 0.9193 0.8893  0.405
H6 -2.3672 0.1932 1.3120  0.368
H7 -1.8798 -1.5598 -0.8204  0.251
C2 1.2992 0.6781 -1.5060  -1.137
C3 1.7558 -0.1509 0.7184  -0.973
H8 -0.5072 1.3179 0.9043  0.236
H9 0.7517 1.5412 -1.7379  0.453
H10 -0.9946 -0.8864 1.7910  0.150
H11 2.5161 -0.8284 0.2572  0.323
H12 1.4882 0.1262 -2.4379  0.280
C4 -1.4803 -0.3726 0.9436  -0.556


Entry 3:
Molecular formula: C4H12N2
Method: DFT, the ωB97M-V functional and the def2-TZVPD basis

Properties
* F_max: 0.1039 Eh/bohr
* energy above the lowest of the compared OMol25 structures with the same formula, charge and spin: 393.1 kJ/mol

Last column: Mulliken charge in e.
CARTESIAN COORDINATES (ANGSTROEM)
H1 -1.1994 -0.2011 0.6437  0.328
H2 2.1933 -1.8938 0.2055  0.318
H3 0.8554 1.7489 -0.9718  0.280
N1 -0.2690 0.2344 0.8623  -0.705
C1 -1.5952 0.6846 -0.1924  -0.368
N2 -2.6687 -0.3402 -0.0832  -0.502
C2 0.7597 -0.2776 -0.0216  0.541
H4 0.4572 -0.8246 -0.9286  0.273
H5 0.9725 -1.7724 1.4152  0.347
H6 2.1585 1.4441 0.1213  0.328
H7 -1.8912 1.6876 0.0754  0.335
C3 1.6490 -1.1662 0.8055  -1.242
H8 -1.2800 0.7573 -1.2291  0.294
H9 2.3888 -0.5982 1.3879  0.301
H10 2.2128 0.6705 -1.4407  0.350
H11 -2.9570 -0.7521 0.7840  0.191
H12 -3.3427 -0.3330 -0.8227  0.178
C4 1.5557 0.9318 -0.6104  -1.245


Entry 4:
Molecular formula: C4H12N2
Method: DFT, the ωB97M-V functional and the def2-TZVPD basis

Properties
* F_max: 0.0290 Eh/bohr
* structure (SMILES): C=CC.NCN
* energy above the lowest of the compared OMol25 structures with the same formula, charge and spin: 141.3 kJ/mol

Last column: Mulliken charge in e.
CARTESIAN COORDINATES (ANGSTROEM)
N1 1.9300 0.6083 0.5638  -0.634
H1 -1.9784 -0.4436 -2.4658  0.329
C1 1.3383 -0.1715 1.6687  -0.297
H2 -2.0986 1.1738 1.0140  0.318
H3 -1.1083 1.9724 -0.9916  0.353
H4 0.4153 0.3804 1.8368  0.276
C2 -1.3055 0.9002 -0.9323  -0.073
H5 2.4886 -0.0408 0.0005  0.232
H6 1.9817 -0.0059 2.5398  0.239
H7 -2.1054 -0.5780 0.3060  0.241
H8 -0.8206 0.8277 -3.0017  0.298
H9 0.3196 -1.9554 1.0085  0.244
H10 1.9067 -2.0284 1.0644  0.213
H11 -0.2149 -0.5380 -2.0487  0.216
H12 1.1404 0.8490 -0.0308  0.278
N2 1.1127 -1.5707 1.5013  -0.540
C3 -1.9155 0.4956 0.1856  -0.783
C4 -1.0861 0.1248 -2.2185  -0.909


Entry 5:
Molecular formula: C4H12N2
Method: DFT, the ωB97M-V functional and the def2-TZVPD basis

Properties
* F_max: 0.0201 Eh/bohr
* structure (SMILES): CNCCCN
* energy above the lowest of the compared OMol25 structures with the same formula, charge and spin: 77.9 kJ/mol

Last column: Mulliken charge in e.
CARTESIAN COORDINATES (ANGSTROEM)
H1 -3.5366 0.2747 -0.5687  0.188
N1 -2.6783 0.5670 -1.0036  -0.559
H2 -0.2655 -0.3421 -1.4176  0.321
C1 -0.2071 0.5692 -0.8142  -0.643
H3 -2.8237 1.3192 -1.6597  0.197
H4 2.7538 -0.6622 1.8330  0.330
H5 -1.5888 0.1573 0.7296  0.373
H6 0.0689 1.3535 -1.5220  0.339
H7 0.4101 -1.2318 1.3042  0.245
H8 -1.5887 1.8409 0.2557  0.236
H9 0.7404 0.9953 1.0739  0.333
C2 -1.5379 0.8269 -0.1239  -0.512
C3 0.9335 0.3711 0.1905  -0.630
C4 2.4137 -1.3603 1.0652  -0.940
N2 1.0767 -1.0412 0.5646  -0.398
H10 1.8518 0.7246 -0.2695  0.494
H11 3.0989 -1.4014 0.2320  0.293
H12 2.3693 -2.2980 1.6122  0.332


Entry 6:
Molecular formula: C4H12N2
Method: DFT, the ωB97M-V functional and the def2-TZVPD basis

Properties
* F_max: 0.0679 Eh/bohr
* structure (SMILES): [H]/N=C/N.CCC
* energy above the lowest of the compared OMol25 structures with the same formula, charge and spin: 87.2 kJ/mol

Last column: Mulliken charge in e.
CARTESIAN COORDINATES (ANGSTROEM)
H1 0.4377 0.7323 2.0807  0.188
H2 -2.8964 -1.3349 -0.5473  0.300
H3 -0.9189 2.0923 -2.4915  0.333
H4 -1.0392 -1.1200 -0.5029  0.188
H5 2.1219 -1.7645 0.3671  0.243
H6 3.5242 -1.4570 1.2524  0.264
H7 2.1642 -0.2819 2.8010  0.236
C1 -0.9183 1.4154 -1.6377  -1.028
H8 -0.8752 2.0836 -0.7454  0.254
H9 0.0154 0.8573 -1.6785  0.266
H10 -3.0846 0.9600 -1.4536  0.256
H11 -2.1354 -0.0935 -2.5909  0.223
C2 -2.1225 0.4394 -1.5970  -0.163
C3 -2.0255 -0.6176 -0.4611  -0.917
C4 1.8702 -0.3378 1.7159  -0.011
N1 0.7420 0.1956 1.2927  -0.404
H12 -2.1062 -0.2374 0.5682  0.271
N2 2.6822 -1.0288 0.8245  -0.498


Entry 7:
Molecular formula: C4H12N2
Method: DFT, the ωB97M-V functional and the def2-TZVPD basis

Properties
* F_max: 0.0854 Eh/bohr
* structure (SMILES): C=CN.CNC
* energy above the lowest of the compared OMol25 structures with the same formula, charge and spin: 251.8 kJ/mol

Last column: Mulliken charge in e.
CARTESIAN COORDINATES (ANGSTROEM)
C1 0.6699 2.4485 -2.1762  -0.976
H1 0.5582 -0.5966 2.7678  0.319
N1 0.1209 -1.3262 0.7501  -0.424
H2 -1.3366 -0.6373 -0.5835  0.183
H3 0.6908 0.0230 -0.0025  0.463
C2 0.0519 1.9210 -1.0521  0.040
H4 -1.8237 -2.1548 0.3259  0.332
C3 -1.0024 -1.5728 -0.1482  -0.784
H5 0.8031 -2.1434 0.8022  0.251
H6 -1.1047 -0.4895 2.1652  0.319
H7 -0.5309 -2.2413 -0.9701  0.306
N2 0.8402 1.1351 -0.2582  -0.530
C4 -0.1833 -1.0986 2.1848  -0.967
H8 0.2882 3.2457 -2.8212  0.225
H9 -0.9464 1.9900 -0.7743  0.455
H10 -0.5028 -2.0167 2.7016  0.349
H11 1.8297 1.5073 -0.3880  0.187
H12 1.5778 2.0066 -2.5232  0.253


Entry 8:
Molecular formula: C4H12N2
Method: DFT, the ωB97M-V functional and the def2-TZVPD basis

Properties
* F_max: 0.0352 Eh/bohr
* energy above the lowest of the compared OMol25 structures with the same formula, charge and spin: 378.6 kJ/mol

Last column: Mulliken charge in e.
CARTESIAN COORDINATES (ANGSTROEM)
C1 2.0377 1.0834 0.1295  -0.886
H1 1.9369 -1.1488 -1.2466  0.287
H2 0.6963 -1.9224 -0.2051  0.224
H3 -1.6326 -1.2878 1.0739  0.249
H4 2.9366 0.9274 0.7409  0.349
H5 -3.3030 -0.8117 0.7286  0.382
H6 -1.6783 1.1689 1.0074  0.254
C2 -2.2866 -0.8156 0.3475  -1.159
C3 -1.8138 0.6049 0.0688  -0.117
H7 2.3598 1.1932 -0.9149  0.343
H8 -0.3241 1.5558 -0.8950  0.217
H9 -2.2539 -1.3881 -0.5767  0.295
H10 -2.5988 1.1350 -0.5023  0.365
H11 1.5697 2.0055 0.4747  0.294
N1 -0.6853 0.6118 -0.7807  -0.502
H12 2.3351 -1.6650 0.4092  0.376
N2 1.1624 -0.0099 0.3661  -0.198
C4 1.5417 -1.2365 -0.2251  -0.773


Entry 9:
Molecular formula: C4H12N2
Method: DFT, the ωB97M-V functional and the def2-TZVPD basis

Properties
* F_max: 0.0926 Eh/bohr
* structure (SMILES): CC(C)=N.[H][H].C=N
* energy above the lowest of the compared OMol25 structures with the same formula, charge and spin: 327.3 kJ/mol

Last column: Mulliken charge in e.
CARTESIAN COORDINATES (ANGSTROEM)
H1 -1.6996 2.1765 -1.1693  0.296
H2 1.2791 0.3207 2.4634  0.367
H3 -0.8606 0.3717 -3.2157  0.231
N1 -0.7891 1.0856 -2.5627  -0.453
C1 0.1341 -1.2437 1.5623  0.918
H4 -0.5313 -0.5791 -0.0872  0.273
H5 2.3026 -0.7547 1.5844  0.326
H6 1.5732 2.5764 -5.0686  -0.013
H7 0.8721 -2.5744 2.8762  0.390
H8 -0.0027 -1.5092 3.7569  0.376
C2 0.0037 -2.0476 2.8554  -1.226
H9 -1.0259 -2.4991 2.8709  0.277
H10 1.4349 3.2760 -4.8297  0.012
H11 1.4386 0.2919 0.8298  0.408
H12 -2.8727 1.1113 -2.1583  0.202
N2 -0.7357 -1.2497 0.6328  -0.713
C3 1.2782 -0.3203 1.6564  -1.390
C4 -1.7989 1.5679 -1.9971  -0.281


Entry 10:
Molecular formula: C4H12N2
Method: DFT, the ωB97M-V functional and the def2-TZVPD basis

Properties
* F_max: 0.0422 Eh/bohr
* spin multiplicity: 2
* ⟨S²⟩: 0.75
* total charge: +1
* energy above the lowest of the compared OMol25 structures with the same formula, charge and spin: 45.1 kJ/mol

Last column: Mulliken spin population.
CARTESIAN COORDINATES (ANGSTROEM)
C1 0.5330 0.1410 -2.7685  0.000
H1 0.9840 0.1703 2.2764  0.048
C2 0.0463 -0.7219 -1.6095  0.008
H2 0.1571 1.1464 -0.6320  0.026
H3 -0.7354 -1.1411 0.9100  -0.025
C3 0.3892 0.1209 -0.3329  0.044
C4 -0.0614 0.4690 2.1220  0.019
H4 -1.5178 -0.7615 3.0402  0.002
H5 0.5633 -0.3642 -3.7378  0.000
H6 0.5664 -1.6710 -1.5205  0.001
H7 1.5976 0.3794 -2.6971  -0.001
H8 1.4501 0.0047 -0.0855  0.031
H9 -1.4151 0.7606 3.5553  0.001
H10 -1.0252 -0.8954 -1.6746  -0.003
N1 -0.8721 -0.0203 3.2207  0.020
H11 -0.1947 1.5397 2.0023  0.023
N2 -0.3814 -0.1804 0.8396  0.804
H12 -0.0840 1.0239 -2.9081  0.002